[1]
Computed, not measured: a gas-phase ion, C3ClO2 (charge -1) in a non-equilibrium geometry, with ωB97M-V with the def2-TZVPD basis set.

As for the calculated total energy: -724.982111 Eh. Its energy relative to the best compared isomer or geometry (same formula, charge and spin) is 1.335 eV. Its total charge is -1. For the gap between HOMO and LUMO, the calculation gives 6.92 eV. The max |F| is 3.16 eV Å⁻¹. Its LUMO energy is 3.94 eV. The SMILES is O=c1c([O-])c1Cl.

Each line ends with the natural charge from an NBO analysis.
Element x y z (Å)
C (-0.409, -0.956, 0.031)  0.5556
C (-0.454, 0.919, -0.035)  0.5155
O (-1.084, -1.933, -0.026)  -0.5934
Cl (2.560, -0.004, -0.009)  -0.5226
O (-1.118, 1.962, 0.009)  -0.6289
C (0.505, 0.010, 0.030)  -0.3264

[2]
Computed, not measured: a molecular structure, CHNa2O2 in a non-equilibrium geometry, with ωB97M-V with the def2-TZVPD basis set.

As for the calculated total energy: -513.510473 Eh. Its expectation value of S² is 1.669. Its total charge is 0. For the gap between HOMO and LUMO (spin up / spin down), the calculation gives 5.07 / 6.72 eV. The max |F| is 3.57 eV Å⁻¹. Its LUMO energy (spin up / spin down) is -0.50 / -1.19 eV. As for the spin multiplicity: 2.

Each line ends with the Mulliken spin population.
Element x y z (Å)
Na (2.202, -1.474, 0.180)  0.2620
H (-1.914, 1.470, 0.828)  0.1023
O (-2.869, 0.975, -1.019)  0.1797
C (-2.135, 1.060, -0.135)  0.6503
Na (4.406, -1.710, 0.104)  0.7258
O (0.310, -0.321, 0.043)  -0.9201

[3]
Computed, not measured: C7H13NO in the gas phase in a non-equilibrium geometry, with ωB97M-V with the def2-TZVPD basis set.

As for the calculated total energy: -404.465987 Eh. Its energy relative to the best compared isomer or geometry (same formula, charge and spin) is 1.673 eV. Its total charge is 0. For the gap between HOMO and LUMO, the calculation gives 9.10 eV. The max |F| is 1.68 eV Å⁻¹. Its LUMO energy is 0.84 eV. The SMILES is C=CN[C@](C)(O)C(=C)C.

Each line ends with the natural charge from an NBO analysis.
Element x y z (Å)
H (1.541, 2.098, -0.019)  0.2180
H (0.356, -0.255, 2.379)  0.4698
N (-0.836, 0.482, -0.430)  -0.6393
H (-4.044, 1.080, -1.316)  0.2073
H (0.160, -2.390, 1.115)  0.2084
C (-0.390, -1.776, 0.396)  -0.6329
O (-0.279, 0.191, 1.797)  -0.7196
C (-2.212, 0.468, -0.476)  0.0197
C (1.890, 1.199, -0.538)  -0.6576
C (-2.963, 1.154, -1.346)  -0.4994
H (-1.446, -1.944, 0.637)  0.2204
H (2.978, 1.286, -0.633)  0.2227
C (1.479, -0.044, 0.214)  0.0232
H (2.259, -1.778, 1.203)  0.1932
H (3.504, -0.670, 0.429)  0.2031
H (-0.509, 1.438, -0.521)  0.3862
H (-2.691, -0.161, 0.270)  0.1883
C (-0.013, -0.286, 0.491)  0.3576
H (1.485, 1.187, -1.555)  0.2264
H (-0.210, -2.166, -0.612)  0.2261
C (2.456, -0.876, 0.634)  -0.4126
H (-2.513, 1.762, -2.120)  0.1913

[4]
Computed, not measured: a molecular structure, C34H35BCsN14O6S in a non-equilibrium geometry, with ωB97M-V with the def2-TZVPD basis set.

As for the calculated total energy: -2978.081228 Eh. Its expectation value of S² is 0.761. Its energy relative to the best compared isomer or geometry (same formula, charge and spin) is 0.627 eV. Its total charge is -2. For the gap between HOMO and LUMO (spin up / spin down), the calculation gives 6.15 / 5.31 eV. The max |F| is 1.64 eV Å⁻¹. Its LUMO energy (spin up / spin down) is 3.08 / 2.24 eV. As for the spin multiplicity: 2.

Each line ends with the Mulliken spin population.
Element x y z (Å)
O (-4.308, -2.766, -2.113)  0.0001
H (-3.924, -0.610, -1.081)  0.0002
H (-4.347, 0.503, -3.863)  0.0000
C (0.735, 1.465, -3.582)  -0.0003
H (2.147, 0.214, 3.045)  0.0008
O (-3.602, 2.667, 2.292)  0.0002
C (-6.818, 0.014, -1.433)  0.0000
H (-7.884, -0.235, -1.501)  0.0000
H (-2.412, -4.022, -0.006)  0.0083
C (1.204, -1.688, 5.665)  0.0042
H (2.518, -2.410, -4.130)  0.0001
C (-2.722, -4.524, 2.087)  0.0650
C (-0.841, -3.048, 2.822)  -0.0913
N (-0.619, 2.826, 0.358)  0.0026
N (2.204, -2.439, -0.919)  0.0157
O (-2.767, -2.168, -3.602)  0.0001
N (1.197, 0.572, -2.722)  0.0029
C (0.274, 3.698, -0.112)  0.0010
C (0.126, -2.266, 3.613)  0.1055
C (-2.613, 2.256, 1.662)  0.0011
H (-0.277, 1.833, -3.499)  -0.0002
S (-2.003, -4.099, 3.585)  0.0679
C (-5.679, -0.316, 0.638)  0.0001
C (5.860, -0.003, -2.528)  0.0000
C (2.254, -2.684, -3.124)  -0.0013
H (-6.731, 0.458, -3.524)  0.0000
O (-1.597, 7.330, 2.338)  0.0000
N (2.652, -1.925, -2.081)  -0.0018
C (6.845, -0.332, -3.434)  0.0000
H (1.054, -4.531, -3.189)  0.0002
N (-2.326, 0.197, -1.948)  -0.0033
Cs (-0.385, -0.209, 0.334)  0.0059
C (1.726, 1.849, -4.503)  -0.0001
C (0.321, -2.497, 4.973)  -0.0140
H (-3.551, -5.213, 2.065)  0.0007
H (-4.675, 1.363, -2.367)  0.0000
N (2.480, 0.365, -3.065)  -0.0008
C (1.873, -0.684, 4.986)  -0.0100
C (-0.725, 5.529, 1.068)  0.0004
H (2.561, -0.018, 5.490)  -0.0007
C (1.531, -3.744, -2.629)  0.0100
C (6.211, -1.233, -4.307)  0.0000
C (-6.150, -0.134, -2.810)  0.0000
C (1.637, -0.546, 3.626)  0.0085
C (-2.128, -3.899, 1.029)  0.0562
O (0.031, 7.759, 0.835)  0.0000
H (1.031, 3.289, -0.777)  0.0007
N (0.792, -1.316, 2.954)  -0.0028
C (-1.657, 4.619, 1.551)  -0.0004
C (3.950, -0.444, 0.355)  -0.0006
H (3.913, 2.776, 0.831)  0.0000
H (3.828, 1.081, -4.526)  0.0000
C (0.256, 5.046, 0.211)  -0.0005
N (-6.189, -0.829, -0.433)  0.0000
H (4.505, 0.498, 2.271)  0.0000
N (-5.077, -1.157, 1.547)  0.0001
H (0.983, 5.739, -0.192)  -0.0001
H (1.362, -1.840, 6.726)  0.0003
C (-0.770, 7.030, 1.455)  0.0002
C (-4.691, 0.371, -2.832)  -0.0001
H (5.865, 0.669, -1.685)  0.0000
H (4.018, -1.511, 0.466)  0.0000
C (2.829, 1.117, -4.125)  0.0001
N (-5.664, 1.001, 1.017)  0.0000
H (7.861, 0.022, -3.456)  0.0000
H (-4.939, 1.279, 1.674)  -0.0001
H (6.618, -1.743, -5.167)  0.0000
N (4.742, -0.678, -2.867)  -0.0001
H (1.078, -4.127, -0.460)  -0.0181
H (-2.441, 4.951, 2.216)  0.0000
H (-4.255, -0.765, 1.996)  -0.0002
H (-1.784, 0.397, -2.782)  0.0002
C (1.535, -3.536, -1.240)  0.0159
C (-1.575, 3.283, 1.178)  -0.0012
O (-2.374, 1.050, 1.351)  -0.0047
C (-3.490, -1.856, -2.697)  -0.0002
N (3.526, 1.454, -0.725)  0.0001
H (-5.758, 1.677, 0.279)  0.0000
H (-4.859, -2.319, -1.408)  0.0002
C (3.887, 1.746, 0.511)  0.0000
N (3.559, 0.105, -0.815)  0.0046
C (4.177, 0.580, 1.247)  0.0000
H (-2.491, 1.046, -1.419)  0.0012
H (-4.934, -2.087, 1.185)  0.0002
C (-1.085, -3.076, 1.497)  0.7710
H (-6.777, 1.083, -1.195)  0.0000
H (-6.210, -1.168, -3.150)  0.0000
B (3.345, -0.552, -2.192)  0.0012
H (1.648, 2.556, -5.312)  0.0000
N (4.948, -1.433, -3.963)  0.0000
H (-0.213, -3.289, 5.481)  -0.0015
C (-3.600, -0.465, -2.101)  0.0014

[5]
Computed, not measured: a molecular structure, C3H2O3Tb in a non-equilibrium geometry, with ωB97M-V with the def2-TZVPD basis set.

As for the calculated total energy: -1164.860522 Eh. Its expectation value of S² is 16.744. Its energy relative to the best compared isomer or geometry (same formula, charge and spin) is 3.686 eV. Its total charge is +2. For the gap between HOMO and LUMO (spin up / spin down), the calculation gives 8.10 / 5.39 eV. The max |F| is 4.74 eV Å⁻¹. Its LUMO energy (spin up / spin down) is -10.76 / -11.50 eV. As for the spin multiplicity: 8.

Each line ends with the Mulliken spin population.
Element x y z (Å)
O (0.267, 1.480, -0.122)  0.0153
H (-0.169, -0.638, 1.305)  -0.0256
O (1.777, -0.663, 0.018)  0.0750
O (-2.804, 0.621, -0.223)  -0.1995
C (-0.350, 0.364, 0.118)  -0.3476
C (-1.721, 0.225, -0.326)  -0.2110
Tb (2.425, 1.306, -0.646)  7.8368
C (0.501, -0.904, 0.189)  -0.1197
H (0.074, -1.791, -0.314)  -0.0238